Record 1
76
Properties=species:S:1:pos:R:3:lowdin_charge:R:1 method="wB97M-V/def2-TZVPD" largest_force_ha_per_bohr=0.057 orbital_gap_ev=7.76 e_above_lowest_kj_mol=0.00 homo_energy_ev=-10.0 e_lumo_ev=-2.29 total_charge=+1
H -0.336 6.468 1.342 0.081
C -0.957 3.940 1.977 -0.065
H 2.195 -4.172 -2.884 0.126
N 2.029 -0.245 -1.507 0.089
C -2.513 0.971 -0.465 -0.353
H -2.323 -2.954 -0.396 0.105
C 1.576 3.619 1.679 -0.208
H -0.988 3.078 1.297 0.033
C 4.501 0.724 0.500 -0.062
H 4.482 -3.627 -1.699 0.136
C -3.816 0.561 -0.295 -0.101
H 0.810 -3.226 -2.418 0.118
C -1.571 -3.202 2.636 -0.080
H 4.647 3.481 0.204 0.125
H 4.420 -4.555 0.519 0.138
H 2.938 -3.669 0.950 0.131
H -1.047 -1.351 -4.897 0.123
H -2.792 -3.266 4.407 0.117
C -2.447 -2.646 3.570 -0.061
H -1.407 3.635 2.924 0.088
C -1.886 -2.955 -3.758 -0.066
H -4.005 -0.445 0.022 0.108
H 4.472 0.622 -0.558 0.060
H 2.196 0.271 1.762 0.120
C -3.323 3.080 -1.387 0.015
C 1.746 -3.664 -2.067 -0.094
H 0.613 5.593 0.151 0.079
O 2.707 -5.173 -0.434 -0.112
H 0.793 -4.291 -0.238 0.117
C 3.489 -4.132 0.125 -0.182
C 1.364 2.267 1.927 -0.124
H 5.533 0.887 0.726 0.083
C 3.891 -3.138 -0.938 -0.069
C -1.163 -2.488 1.565 -0.129
H -3.103 3.990 -1.895 0.110
C -1.111 -0.879 -2.800 -0.112
H -2.857 0.423 2.152 0.117
H 4.401 -2.272 -0.512 0.123
H -5.463 3.255 -1.507 0.110
C -2.081 -2.617 -1.425 -0.101
C 0.433 4.561 2.042 -0.351
C 0.532 5.835 1.191 -0.069
H 0.676 4.825 3.098 0.155
C 2.320 -1.370 -1.586 -0.246
C -4.880 1.397 -0.592 -0.050
N 2.632 -2.628 -1.552 -0.059
C 2.339 1.352 1.531 -0.147
C -2.511 -0.620 2.319 -0.108
C -4.645 2.635 -1.166 -0.036
Cd 0.731 1.402 -0.547 1.248
C 3.750 3.120 0.685 -0.013
C 3.538 1.774 0.935 -0.298
H -0.443 -2.800 0.814 0.082
H -3.537 -0.895 4.227 0.124
C -2.223 -3.426 -2.501 -0.089
H -1.196 -4.197 2.785 0.110
C -0.902 2.620 -1.467 -0.423
H 1.033 -5.614 -1.390 0.135
C -1.295 -1.697 -3.880 -0.079
H 2.869 5.086 0.848 0.105
C -1.687 -1.192 1.367 -0.381
H 0.441 1.876 2.348 0.107
H -2.016 -3.580 -4.612 0.104
C 1.487 -4.711 -1.005 -0.165
H -0.697 0.104 -2.872 0.076
H -5.873 1.033 -0.373 0.113
C -2.255 2.234 -1.011 -0.269
O -0.779 3.473 -2.322 -0.026
C 2.769 4.037 1.056 -0.003
H 1.406 6.449 1.433 0.081
H -1.656 4.636 1.523 0.080
C -2.906 -1.340 3.432 -0.064
C -1.490 -1.345 -1.525 -0.356
H -2.611 -4.436 -2.385 0.118
P -1.212 -0.248 -0.105 0.993
H 4.250 -0.245 0.902 0.063

=====

Record 2
9
Properties=species:S:1:pos:R:3:nbo_charge:R:1 method="wB97M-V/def2-TZVPD" largest_force_ha_per_bohr=0.190 orbital_gap_ev="6.05 / 6.68" s_squared=2.009 e_above_lowest_kj_mol=339.07 homo_energy_ev="-1.6 / -4.3" spin_multiplicity=3 e_lumo_ev="4.46 / 2.36" total_charge=-1
O 2.088 1.458 0.266 -0.630
O 0.139 2.467 -0.338 -0.716
N 2.415 -1.047 -0.712 -0.150
C 0.855 1.524 -0.006 0.728
H -0.277 -0.290 -0.645 0.192
C 0.227 0.135 0.122 -0.308
N 1.384 -0.976 0.338 -0.197
N 2.747 -0.468 0.316 -0.110
H -0.249 -0.047 0.993 0.191

=====

Record 3
96
Properties=species:S:1:pos:R:3:lowdin_charge:R:1 method="wB97M-V/def2-TZVPD" largest_force_ha_per_bohr=0.056 orbital_gap_ev=10.76 e_above_lowest_kj_mol=45.85 homo_energy_ev=-8.9 e_lumo_ev=1.89 total_charge=-1
H -1.621 0.810 3.784 0.100
H -0.630 2.294 0.700 0.107
O 0.143 0.548 5.891 0.095
H -2.957 -4.422 3.288 0.135
H -4.124 -1.417 -2.462 0.147
C 1.133 -2.694 -2.659 -0.090
O 0.508 2.700 6.221 0.069
H 3.153 -0.999 3.498 0.090
C 2.066 4.026 -3.053 -0.614
C 3.471 2.268 -2.747 -0.042
O -0.138 -4.140 1.880 0.076
H -2.603 0.311 -3.282 0.063
H -0.620 3.859 -2.148 0.065
C -4.360 0.162 -1.069 -0.094
O 0.783 -5.101 -5.069 0.147
H 0.962 3.184 4.258 0.136
O -5.798 -0.361 -2.807 0.086
C 0.420 5.158 1.291 -0.569
H 1.695 1.286 -5.427 0.093
H -3.053 -4.200 1.555 0.134
H -3.933 1.369 -3.718 0.088
C -6.526 -0.038 -1.741 -0.572
H -2.375 3.676 -1.823 0.081
H -0.422 0.839 2.554 0.070
C 1.893 -4.257 -0.853 -0.005
H -1.756 5.236 -1.972 0.093
C 0.237 2.599 4.819 -0.068
H 0.376 -1.933 -2.484 0.104
O 4.572 -0.396 1.304 0.078
H -2.123 4.289 0.455 0.154
F -1.647 -1.090 -1.494 0.102
O 1.032 5.989 1.894 0.150
O 0.384 -6.356 1.845 0.151
H -3.972 -0.553 -0.345 0.121
C -1.476 -2.146 1.558 -0.027
O 1.714 5.181 -3.082 0.136
O 0.590 -4.994 -2.808 0.111
C 0.240 1.535 6.811 -0.575
C -1.217 -3.370 2.397 -0.304
O -0.430 5.439 0.295 0.081
C -1.474 4.249 -1.601 -0.002
H 2.128 -2.294 -2.463 0.130
C 3.167 -0.700 1.274 -0.274
O 0.585 3.820 1.376 0.055
C 0.770 -3.960 -1.845 -0.285
H 3.265 0.757 -4.807 0.078
H -1.721 -2.463 0.542 0.088
C -0.162 3.217 0.360 -0.114
H -0.958 -3.128 3.432 0.151
B -0.849 -0.029 -1.001 -1.325
C 4.773 0.926 1.073 -0.575
H 1.857 -0.106 -4.354 0.071
C 2.083 1.775 -3.309 -0.276
H 2.125 -3.430 -0.184 0.069
O 1.417 3.005 -3.596 0.090
H 1.725 0.843 0.715 0.112
C 2.214 0.906 -4.551 0.000
C -0.386 -5.451 1.996 -0.568
F -0.805 0.994 -1.904 0.164
F -1.642 0.467 0.078 0.062
H 3.545 -2.406 2.401 0.090
H -0.434 -0.545 3.607 0.068
H 2.793 -4.392 -1.460 0.095
H -0.623 -1.474 1.531 0.060
C 2.567 0.705 1.395 -0.092
C -3.631 0.323 -3.639 0.007
H 0.544 2.921 -0.424 0.133
H -0.783 2.949 4.658 0.138
H 2.845 -1.335 0.451 0.132
O 3.232 3.671 -2.553 0.081
O -1.696 -5.625 2.198 0.077
H -2.361 -1.584 1.859 0.104
H -3.872 -0.234 -4.539 0.086
H 1.440 0.957 4.221 0.127
C 0.780 -4.511 -4.029 -0.579
C -1.191 4.257 -0.111 -0.246
C -4.416 -0.365 -2.505 -0.310
H -3.661 0.997 -0.996 0.122
O -7.709 -0.185 -1.639 0.142
F 0.406 -0.448 -0.536 0.119
H 2.084 0.822 2.363 0.101
H 3.859 1.718 -1.894 0.125
O 5.828 1.433 0.832 0.156
C -0.585 0.535 3.591 -0.012
O -5.719 0.415 -0.755 0.071
C 2.946 -1.508 2.560 -0.015
H 1.572 1.262 -2.494 0.127
H -0.204 -3.774 -1.391 0.148
H 4.216 2.256 -3.545 0.124
O 0.242 1.410 7.999 0.155
H 1.718 -5.171 -0.286 0.077
H 1.904 -1.841 2.609 0.076
O 3.618 1.575 1.048 0.094
C 0.427 1.083 4.598 -0.302
C -2.360 -4.403 2.376 -0.095
O 0.980 -3.177 -3.990 0.061